The following is a quantum chemistry calculation of 2 unconnected molecules or ions with the total composition C41H46N3Si at a distorted geometry, from the OMol25 dataset.

The geometry in ORCA input format:
```
! RIJCOSX wB97M-V def2-TZVPD def2/J DEFGRID3
* xyz 1 1
C 0.192 4.579 -8.131
N -0.338 3.271 -7.779
C -0.865 2.551 -8.928
C -0.128 2.669 -6.536
C -0.728 3.228 -5.369
C -0.559 2.622 -4.138
C 0.261 1.464 -3.941
C 0.332 0.889 -2.613
C 0.985 -0.292 -2.252
C 1.225 -0.924 -1.021
C 2.513 -1.620 -0.925
C 3.431 -1.467 0.162
C 4.645 -2.130 0.199
C 5.020 -3.032 -0.837
N 6.158 -3.850 -0.710
C 6.112 -5.137 -0.041
C 7.348 -3.704 -1.525
C 4.199 -3.083 -1.992
C 2.968 -2.446 -2.001
C 0.870 0.926 -5.125
C 0.638 1.479 -6.382
H 0.505 5.139 -7.245
H 1.055 4.474 -8.808
H -0.576 5.153 -8.669
H -1.479 1.702 -8.616
H -1.496 3.227 -9.519
H -0.066 2.187 -9.588
H -1.324 4.136 -5.474
H -1.052 3.056 -3.266
H -0.243 1.422 -1.844
H 1.427 -0.763 -3.119
H 0.536 -0.892 -0.143
H 3.172 -0.792 0.978
H 5.353 -1.992 1.015
H 5.185 -5.215 0.534
H 6.162 -5.944 -0.785
H 6.984 -5.220 0.622
H 7.430 -2.720 -1.991
H 8.222 -3.853 -0.884
H 7.397 -4.468 -2.307
H 4.518 -3.710 -2.834
H 2.263 -2.619 -2.823
H 1.541 0.068 -5.020
H 1.134 1.036 -7.255
C 2.094 1.786 3.553
C 1.165 2.283 4.471
C -0.181 1.892 4.402
C -0.622 1.051 3.369
Si -2.342 0.313 3.349
C -3.282 0.731 4.953
C -4.445 1.519 4.857
C -5.105 1.976 6.004
C -4.638 1.632 7.273
C -3.495 0.838 7.382
C -2.825 0.377 6.239
C -3.379 0.961 1.955
C -2.996 2.157 1.342
C -3.687 2.604 0.208
C -4.764 1.867 -0.298
C -5.197 0.715 0.367
C -4.517 0.267 1.507
C -2.136 -1.540 2.853
C -1.784 -2.332 4.127
C -1.011 -3.581 3.612
C -0.702 -3.340 2.117
N -1.198 -1.972 1.789
C 0.288 0.670 2.368
C 1.645 0.992 2.493
H 3.159 2.018 3.663
H 1.488 2.945 5.274
H -0.890 2.217 5.167
H -4.830 1.782 3.868
H -5.990 2.598 5.889
H -5.155 1.996 8.163
H -3.119 0.570 8.366
H -1.939 -0.255 6.348
H -2.162 2.730 1.754
H -3.369 3.528 -0.275
H -5.270 2.198 -1.209
H -6.057 0.151 -0.002
H -4.873 -0.622 2.036
H -3.183 -1.814 2.596
H -1.110 -1.703 4.729
H -2.678 -2.605 4.720
H -0.068 -3.667 4.171
H -1.612 -4.493 3.776
H 0.383 -3.422 1.893
H -1.196 -4.137 1.524
H -1.641 -1.955 0.866
H -0.068 0.066 1.531
H 2.365 0.601 1.782
*
```

Output
HOMO-LUMO gap = 4.934 eV

---

The following is a quantum chemistry calculation of a molecular structure, C41H46N6P2SSeV at a distorted geometry, from the OMol25 dataset.

The geometry in ORCA input format:
```
! RIJCOSX wB97M-V def2-TZVPD def2/J DEFGRID3
* xyz 1 3
V 0.486 0.612 -0.362
C -0.348 -3.195 1.117
C 0.365 -2.226 2.059
C 1.881 -2.455 2.182
P 0.060 -0.416 1.813
C 0.651 0.341 3.415
C 0.004 1.712 3.617
C 0.420 -0.505 4.667
C -1.725 -0.084 1.834
C -2.611 -0.617 2.761
C -3.897 -0.111 2.884
C -4.265 0.971 2.096
C -3.394 1.504 1.150
C -2.137 0.947 0.972
N -1.201 1.367 -0.045
C -1.526 2.285 -1.121
C -2.734 2.278 -1.812
C -2.908 3.094 -2.920
C -1.880 3.907 -3.377
C -0.670 3.904 -2.708
C -0.490 3.118 -1.572
P 1.063 2.936 -0.643
C 2.408 3.555 -1.735
C 2.528 5.080 -1.814
C 3.767 2.937 -1.386
C 0.836 4.031 0.820
C 0.390 5.472 0.554
C 2.045 3.966 1.758
H -0.061 -4.214 1.372
H -1.426 -3.095 1.200
H -0.356 -2.144 -0.664
H -0.094 -2.439 3.024
H 2.432 -2.052 1.332
H 2.282 -1.996 3.089
H 2.094 -3.524 2.220
H 1.726 0.486 3.272
H -1.039 1.602 3.919
H 0.533 2.251 4.406
H 0.022 2.326 2.721
H -0.645 -0.709 4.815
H 0.964 -1.447 4.680
H 0.754 0.071 5.534
H -2.296 -1.433 3.406
H -4.592 -0.539 3.597
H -5.249 1.409 2.212
H -3.708 2.343 0.544
H -3.534 1.619 -1.509
H -3.855 3.073 -3.446
H -2.019 4.529 -4.253
H 0.141 4.520 -3.079
H 2.112 3.170 -2.714
H 3.009 5.476 -0.916
H 3.164 5.341 -2.665
H 1.576 5.594 -1.938
H 4.066 3.168 -0.359
H 3.771 1.858 -1.513
H 4.532 3.351 -2.048
H -0.002 3.525 1.294
H 1.236 6.128 0.354
H -0.313 5.547 -0.277
H -0.117 5.854 1.444
H 2.888 4.528 1.348
H 1.798 4.406 2.727
H 2.383 2.941 1.939
S 0.715 -0.391 -2.457
C 2.356 -0.501 -1.807
C 3.481 -1.009 -2.448
C 4.666 -1.077 -1.741
C 4.724 -0.642 -0.415
C 3.582 -0.137 0.149
N 2.429 -0.063 -0.534
H 3.398 -1.354 -3.471
H 5.554 -1.478 -2.216
H 5.640 -0.693 0.160
H 3.566 0.232 1.168
Se -2.778 -8.100 -2.833
N -3.674 -6.564 -2.732
C -2.843 -5.698 -2.227
C -3.214 -4.303 -1.953
C -4.473 -3.784 -2.169
C -4.747 -2.474 -1.797
C -3.730 -1.743 -1.211
N -2.495 -2.205 -1.005
C -2.232 -3.472 -1.384
C -0.920 -3.977 -1.141
N -0.056 -3.071 -0.365
C 1.354 -3.295 -0.756
C 1.746 -4.574 -0.958
C 0.835 -5.648 -1.115
C -0.479 -5.279 -1.341
C -1.504 -6.185 -1.907
N -1.268 -7.439 -2.160
H -5.232 -4.417 -2.615
H -5.727 -2.033 -1.939
H -3.923 -0.735 -0.866
H 1.983 -2.416 -0.788
H 2.809 -4.747 -1.107
H 1.163 -6.663 -1.289
*
```

Output
Relative energy (zero: lowest compared OMol25 entry of this formula, charge and spin) = 3.666 eV
<S²> = 2.0340
HOMO-LUMO gap (alpha / beta) = 5.298 / 5.468 eV

---

The following is a quantum chemistry calculation of a molecular structure, C41H46N7PtS, from the OMol25 dataset.

The geometry in ORCA input format:
```
! RIJCOSX wB97M-V def2-TZVPD def2/J DEFGRID3
* xyz -1 3
Pt 0.119 -0.225 0.038
C 2.542 0.970 4.571
C 2.221 -0.087 3.511
C 3.453 -0.928 3.183
C 1.045 -0.947 3.928
C 1.189 -1.803 5.014
C 0.135 -2.591 5.440
C -1.063 -2.541 4.749
C -1.256 -1.704 3.651
C -2.603 -1.838 2.957
C -2.505 -2.957 1.914
C -3.244 -0.574 2.390
C -0.190 -0.872 3.261
N -0.329 0.110 2.232
C -0.641 1.323 2.631
C -0.652 2.487 1.830
N 0.027 2.529 0.604
C -0.062 3.409 -0.432
C 2.128 3.721 -1.732
C 1.776 4.928 -2.530
C 0.508 5.326 -2.789
C -0.720 4.751 -2.362
C -0.990 3.792 -1.373
C -2.348 3.101 -1.490
C -2.994 2.554 -0.224
C -2.212 1.976 -2.524
C 3.640 3.494 -1.517
C 4.158 2.677 -2.699
C 4.505 4.744 -1.332
C -1.139 3.618 2.569
C -1.408 4.943 2.309
C -1.890 5.772 3.363
C -2.116 5.313 4.631
C -1.867 3.936 4.925
C -2.041 3.292 6.176
C -1.749 1.959 6.309
C -1.273 1.171 5.228
C -1.100 1.770 4.006
C -1.398 3.143 3.892
H 3.342 1.631 4.224
H 2.878 0.504 5.502
H 1.664 1.576 4.811
H 1.942 0.414 2.586
H 3.812 -1.479 4.056
H 4.262 -0.284 2.830
H 3.227 -1.646 2.393
H 2.138 -1.840 5.537
H 0.247 -3.245 6.296
H -1.889 -3.169 5.064
H -3.284 -2.199 3.736
H -1.754 -2.721 1.163
H -3.466 -3.101 1.415
H -2.223 -3.897 2.393
H -2.711 -0.198 1.520
H -3.284 0.225 3.134
H -4.268 -0.807 2.088
H 2.590 5.500 -2.954
H 0.401 6.181 -3.451
H -1.591 5.070 -2.925
H -3.020 3.860 -1.906
H -2.454 1.684 0.152
H -4.008 2.225 -0.462
H -3.054 3.297 0.572
H -1.514 1.218 -2.164
H -1.849 2.359 -3.480
H -3.178 1.489 -2.681
H 3.750 2.877 -0.624
H 3.939 3.187 -3.642
H 3.685 1.695 -2.718
H 5.239 2.544 -2.636
H 4.587 5.325 -2.253
H 5.515 4.432 -1.060
H 4.151 5.412 -0.548
H -1.306 5.363 1.314
H -2.094 6.813 3.138
H -2.490 5.975 5.403
H -2.405 3.859 7.026
H -1.882 1.480 7.272
H -1.055 0.127 5.403
S 2.134 0.947 -0.007
C 1.534 2.526 0.579
N 1.373 3.753 -0.416
C 1.574 4.989 0.421
C 2.184 4.528 1.743
N 2.247 3.072 1.671
H 1.723 2.814 -2.192
H 0.596 5.435 0.569
H 2.182 5.687 -0.144
H 1.579 4.881 2.581
H 3.195 4.926 1.857
H 2.009 2.590 2.529
N -5.729 -2.437 -0.115
C -4.865 -1.888 -0.662
N -3.954 -1.243 -1.369
C -2.736 -1.161 -0.957
N -1.601 -1.068 -0.709
*
```

Output
<S²> = 2.0493
HOMO-LUMO gap (alpha / beta) = 6.183 / 5.330 eV

---

The following is a quantum chemistry calculation of a molecular structure, C41H47ClF3N3O3P2PdS2 at a distorted geometry, from the OMol25 dataset.

The geometry in ORCA input format:
```
! RIJCOSX wB97M-V def2-TZVPD def2/J DEFGRID3
* xyz -2 1
Pd -0.122 0.220 0.255
N 1.472 2.298 0.389
P 2.415 0.958 -0.192
C 4.000 1.940 -0.570
C 4.331 2.010 -1.924
C 5.478 2.665 -2.361
C 6.324 3.266 -1.441
C 6.006 3.215 -0.088
C 4.858 2.561 0.342
C 3.071 0.067 1.278
C 3.213 0.557 2.577
C 3.911 -0.173 3.529
C 4.439 -1.416 3.214
C 4.261 -1.940 1.940
C 3.579 -1.196 0.987
P 0.423 2.832 -0.866
C 1.097 4.567 -1.087
C 1.277 5.443 -0.012
C 1.780 6.719 -0.207
C 2.113 7.149 -1.490
C 1.945 6.291 -2.564
C 1.442 5.009 -2.358
C -1.124 3.368 0.008
C -1.782 4.571 -0.259
C -2.989 4.871 0.359
C -3.557 3.972 1.255
C -2.928 2.761 1.505
C -1.732 2.464 0.871
H 1.944 2.988 0.962
H 3.669 1.533 -2.642
H 5.716 2.696 -3.419
H 7.224 3.770 -1.773
H 6.661 3.683 0.639
H 4.621 2.551 1.399
H 1.669 1.626 2.893
H 3.995 0.240 4.527
H 4.956 -1.987 3.977
H 4.645 -2.921 1.689
H 3.448 -1.587 -0.016
H 1.004 5.125 0.989
H 1.906 7.388 0.637
H 2.508 8.147 -1.645
H 2.209 6.618 -3.564
H 1.319 4.333 -3.198
H -1.353 5.284 -0.954
H -3.486 5.810 0.141
H -4.496 4.208 1.743
H -3.365 2.029 2.173
H -1.281 1.482 1.059
C -5.588 -3.479 3.927
C -4.153 -2.966 3.810
C -3.276 -3.837 2.910
C -3.623 -3.743 1.431
N -3.289 -2.426 0.907
C -3.714 -1.890 -0.239
S -3.582 -0.234 -0.547
N -4.295 -2.687 -1.193
C -4.041 -4.104 -1.467
C -2.577 -4.476 -1.700
C -2.106 -4.239 -3.131
C -0.725 -4.833 -3.376
H -6.199 -2.803 4.529
H -5.613 -4.465 4.403
H -6.068 -3.570 2.949
H -3.697 -2.928 4.799
H -4.143 -1.942 3.439
H -3.370 -4.887 3.211
H -2.231 -3.552 3.039
H -4.694 -3.926 1.293
H -3.085 -4.527 0.891
H -2.769 -1.785 1.520
H -4.454 -2.124 -2.014
H -4.613 -4.319 -2.373
H -4.469 -4.723 -0.681
H -2.432 -5.529 -1.431
H -1.941 -3.884 -1.035
H -2.068 -3.162 -3.323
H -2.830 -4.674 -3.833
H 0.007 -4.377 -2.709
H -0.389 -4.660 -4.401
H -0.730 -5.913 -3.191
Cl 2.739 -2.761 -2.368
C 1.466 -1.784 -3.105
C 1.613 -1.510 -4.460
C 0.643 -0.797 -5.142
C -0.470 -0.350 -4.416
C -0.595 -0.617 -3.072
C 0.359 -1.375 -2.333
C 0.152 -1.663 -0.940
H 2.493 -1.877 -4.974
H 0.755 -0.582 -6.197
H -1.239 0.233 -4.912
H -1.443 -0.231 -2.517
H 0.847 -2.360 -0.483
H -0.888 -1.883 -0.695
F -0.554 -1.094 5.318
C 0.450 -1.215 4.419
F 0.589 -2.557 4.194
F 1.570 -0.833 5.072
S 0.040 -0.323 2.684
O 0.283 1.088 3.128
O 2.649 1.757 2.951
O -1.419 -0.669 2.726
*
```

Output
Relative energy (zero: lowest compared OMol25 entry of this formula, charge and spin) = 1.958 eV
HOMO-LUMO gap = 4.464 eV

---

The following is a quantum chemistry calculation of a molecular structure, C41H47InN6O2P, from the OMol25 dataset.

The geometry in ORCA input format:
```
! RIJCOSX wB97M-V def2-TZVPD def2/J DEFGRID3
* xyz 3 1
In -1.082 0.360 -0.998
C 4.283 4.763 1.781
C 3.434 3.638 1.260
C 3.808 2.323 1.363
C 3.038 1.275 0.801
C 3.471 -0.057 0.694
N 4.299 -0.755 1.432
C 4.794 -0.455 2.782
C 3.673 -0.395 3.833
C 2.984 -1.730 4.170
N 2.164 -2.253 3.072
C 0.996 -1.849 2.626
C 0.059 -0.934 3.123
C -0.056 -0.523 4.477
C -1.064 0.294 4.915
C -1.231 0.675 6.359
C -1.958 0.785 3.951
C -1.883 0.468 2.605
C -2.803 1.141 1.718
N -2.761 1.186 0.441
C -3.709 2.075 -0.229
C -3.101 3.462 -0.442
C -1.981 3.443 -1.484
N -0.810 2.699 -1.008
C 0.139 3.386 -0.494
C 1.384 2.937 0.088
C 2.215 3.912 0.622
C 1.776 1.566 0.150
O 1.053 0.608 -0.280
C -0.900 -0.462 2.137
O -0.844 -0.853 0.927
H 5.145 4.394 2.333
H 3.706 5.411 2.442
H 4.648 5.381 0.959
H 4.765 2.099 1.814
H 3.043 -0.605 -0.140
H 4.562 -1.658 1.067
H 5.329 0.490 2.788
H 5.517 -1.227 3.041
H 2.920 0.334 3.526
H 4.123 -0.028 4.756
H 2.374 -1.584 5.054
H 3.722 -2.492 4.416
H 2.597 -2.990 2.538
H 0.711 -2.289 1.674
H 0.625 -0.920 5.216
H -0.457 0.237 6.984
H -2.200 0.345 6.736
H -1.195 1.760 6.475
H -2.740 1.462 4.284
H -3.588 1.709 2.228
H -4.639 2.158 0.339
H -3.939 1.653 -1.209
H -2.708 3.839 0.505
H -3.882 4.145 -0.777
H -1.709 4.470 -1.737
H -2.354 2.952 -2.388
H 0.014 4.473 -0.467
H 1.905 4.951 0.554
N 0.074 -1.693 -1.441
C 0.645 -1.800 -2.748
C 1.158 -2.971 -3.240
C 1.743 -3.026 -4.519
C 1.833 -1.896 -5.282
C 1.296 -0.676 -4.814
C 1.349 0.520 -5.562
C 0.783 1.658 -5.057
C 0.136 1.600 -3.816
N 0.069 0.506 -3.084
C 0.665 -0.630 -3.545
H 0.756 -1.336 -0.772
H -0.281 -2.581 -1.103
H 1.120 -3.865 -2.628
H 2.133 -3.966 -4.884
H 2.316 -1.916 -6.250
H 1.835 0.522 -6.530
H 0.807 2.586 -5.609
H -0.349 2.481 -3.416
C -4.852 -0.636 -1.826
P -3.096 -0.939 -2.213
C -3.018 -0.940 -4.028
C -2.826 -2.648 -1.686
C -3.048 -2.958 -0.343
C -2.816 -4.243 0.120
C -2.355 -5.224 -0.750
C -2.137 -4.918 -2.086
C -2.370 -3.634 -2.559
H -5.417 -1.511 -2.147
H -5.211 0.243 -2.361
H -4.994 -0.490 -0.757
H -3.676 -1.717 -4.418
H -1.996 -1.119 -4.363
H -3.347 0.027 -4.407
H -3.408 -2.193 0.336
H -3.008 -4.482 1.158
H -2.189 -6.230 -0.390
H -1.802 -5.688 -2.770
H -2.205 -3.418 -3.607
*
```

Output
Relative energy (zero: lowest compared OMol25 entry of this formula, charge and spin) = 0.000 eV
HOMO-LUMO gap = 6.902 eV